Formula: C12H4N4O11PdS2
Source: the Open Molecules 2025 dataset
Level of theory: ωB97M-V/def2-TZVPD

The value obtained for the HOMO energy (spin up / spin down) is -2.395 / -3.461 eV. The total charge is -2. Its spin multiplicity is 5. As for the total energy: -2430.4885 Eh. As for the energy above the lowest of the compared OMol25 structures with the same formula, charge and spin: 2.16 kcal/mol. The frontier orbital gap (spin up / spin down) is 6.2 / 6.1 eV.

The geometry in XYZ format:
```
34
Properties=species:S:1:pos:R:3:mulliken_spin:R:1
Pd 0.148 -0.322 -0.814 1.474
O -0.215 -0.976 3.448 0.011
C 0.159 -1.056 2.284 -0.010
O -0.485 -0.708 1.249 0.111
C 1.594 -1.667 2.120 0.002
O 1.926 -2.662 2.706 0.002
O 2.032 0.328 0.963 0.064
O 1.291 1.582 -1.954 0.074
S 1.270 2.232 -0.644 0.004
O 1.604 3.632 -0.613 0.013
O 0.016 1.849 0.037 0.059
C 2.550 1.365 0.284 0.377
C 3.848 1.769 0.242 -0.182
C 4.938 1.157 0.873 0.438
C 4.956 -0.056 1.604 -0.137
C 3.971 -0.969 1.784 0.326
C 2.611 -0.963 1.192 0.038
S 2.575 -1.962 -0.377 0.040
O 2.903 -0.992 -1.396 0.006
O 3.479 -3.064 -0.185 0.007
O 1.148 -2.358 -0.417 0.078
H 4.023 2.677 -0.319 -0.010
H 5.886 1.678 0.800 0.038
H 5.906 -0.296 2.073 -0.009
H 4.168 -1.861 2.362 0.017
N -1.187 -1.341 -3.536 0.023
C -0.684 -0.957 -2.567 0.165
O -2.619 -0.777 -0.294 0.555
N -3.325 0.111 0.049 0.452
C -3.538 1.320 -0.388 0.019
C -2.950 1.838 -1.583 0.009
N -2.578 2.290 -2.572 -0.021
C -4.480 2.104 0.337 -0.005
N -5.254 2.752 0.888 -0.026
```

Formula: C3H2F4
Source: the Open Molecules 2025 dataset
Level of theory: ωB97M-V/def2-TZVPD

The value obtained for the HOMO energy (spin up / spin down) is -9.383 / -9.417 eV. Its SMILES is F/C=C(\F)C(F)F. As for the total energy: -514.8168 Eh. As for the energy above the lowest of the compared OMol25 structures with the same formula, charge and spin: 94.23 kcal/mol. The frontier orbital gap (spin up / spin down) is 9.0 / 9.0 eV.

The geometry in XYZ format:
```
9
Properties=species:S:1:pos:R:3:mulliken_charge:R:1
F -0.183 2.667 1.162 -0.182
C -0.245 1.406 1.401 -0.096
C -0.900 0.340 0.189 0.119
F -2.148 0.569 -0.288 -0.232
C -0.613 -1.113 0.221 0.419
F -0.049 -1.318 1.457 -0.267
F 0.300 -1.501 -0.686 -0.233
H 0.668 0.993 1.790 0.277
H -1.670 -1.495 0.133 0.195
```

Formula: C30H39MnN5O
Source: the Open Molecules 2025 dataset
Level of theory: ωB97M-V/def2-TZVPD

The value obtained for the HOMO energy (spin up / spin down) is -1.762 / -0.243 eV. The total charge is -1. Its spin multiplicity is 5. As for the total energy: -2666.5325 Eh. The frontier orbital gap (spin up / spin down) is 4.1 / 2.6 eV.

The geometry in XYZ format:
```
76
Properties=species:S:1:pos:R:3:mulliken_spin:R:1
Mn -0.529 0.625 -0.242 4.472
N 1.001 2.487 0.022 0.040
N 0.410 1.413 -2.670 -0.054
C -2.408 -0.332 0.005 -0.060
C -2.572 0.970 -0.617 0.250
C -2.185 1.962 0.360 -0.142
C -2.371 3.433 0.226 0.027
H -2.317 3.754 -0.821 -0.002
H -1.595 3.973 0.786 0.002
H -3.347 3.760 0.622 0.003
C -1.821 1.287 1.567 0.026
C -1.555 1.940 2.874 -0.001
H -2.492 2.209 3.392 0.003
H -0.971 2.863 2.755 0.001
H -0.999 1.269 3.540 0.000
C -1.924 -0.121 1.342 0.085
C -1.778 -1.188 2.365 -0.011
H -1.108 -0.870 3.172 0.000
H -1.367 -2.105 1.922 0.008
H -2.744 -1.449 2.828 -0.003
C -3.186 1.243 -1.944 0.017
H -4.278 1.375 -1.876 0.001
H -2.999 0.414 -2.639 -0.008
H -2.771 2.159 -2.384 -0.008
C -2.814 -1.651 -0.542 0.007
H -2.019 -2.388 -0.361 0.003
H -2.995 -1.600 -1.621 -0.008
H -3.730 -2.042 -0.071 0.008
C 1.454 3.003 1.173 0.008
H 1.558 2.296 2.004 0.019
C 1.793 4.352 1.294 -0.021
H 2.164 4.713 2.252 -0.004
C 1.605 5.180 0.176 0.008
H 1.850 6.240 0.247 0.000
C 1.114 4.651 -1.003 -0.005
H 0.924 5.251 -1.894 0.000
C 0.805 3.254 -1.078 -0.085
C 0.170 2.688 -2.222 0.161
H -0.164 3.378 -2.996 0.013
C 0.480 0.345 -1.773 -0.552
C 0.358 0.936 -3.997 -0.001
H 0.270 1.587 -4.847 -0.002
C 0.486 -0.391 -3.937 -0.040
H 0.535 -1.127 -4.719 -0.010
N 0.583 -0.760 -2.595 -0.062
C 0.788 -2.076 -2.091 0.024
C -0.100 -3.110 -2.428 -0.042
C 0.074 -4.363 -1.818 0.031
H -0.624 -5.168 -2.055 0.001
C 1.118 -4.600 -0.922 -0.058
C 1.322 -5.953 -0.307 0.000
H 1.060 -5.958 0.759 -0.004
H 2.372 -6.257 -0.382 -0.002
H 0.708 -6.705 -0.810 0.000
C 1.990 -3.554 -0.606 0.004
H 2.825 -3.739 0.075 -0.009
C 1.843 -2.290 -1.190 -0.058
C 2.829 -1.206 -0.898 -0.020
H 3.384 -0.902 -1.800 -0.004
H 3.561 -1.556 -0.160 0.002
H 2.337 -0.315 -0.486 0.038
C -1.251 -2.906 -3.366 0.009
H -0.980 -3.153 -4.405 0.005
H -1.636 -1.879 -3.355 -0.020
H -2.077 -3.576 -3.088 -0.002
C 2.009 1.584 4.388 0.003
N 2.072 0.150 4.211 0.001
C 1.792 -0.489 3.043 0.005
N 2.009 -1.841 3.104 -0.002
O 1.360 0.068 2.013 0.017
H 1.001 1.968 4.180 -0.002
H 2.724 2.103 3.736 -0.001
H 2.259 1.816 5.428 0.000
H 2.442 -0.421 4.959 0.000
H 1.843 -2.392 2.276 0.001
H 2.423 -2.266 3.922 0.001
```